Density functional theory data (ωB97M-V/def2-TZVPD) for one molecule with the formula C5H6IN at a distorted geometry.

Summary:
* HOMO-LUMO gap: 9.30 eV
* HOMO level: -9.379 eV
* E_LUMO: -0.081 eV
* energy above the lowest of the compared OMol25 structures with the same formula, charge and spin: 0.6692 eV
* charge: 0
* SMILES: CC1=N[C@H](I)C=C1

Each line ends with the Löwdin charge.
Cartesian coordinates (Å):
H (1.87876, -1.09443, 0.76085)  0.098
C (0.01634, -0.40176, 0.03346)  -0.399
C (-1.23399, 1.46002, 0.16432)  -0.151
C (-0.03928, 1.01691, -0.16095)  -0.080
H (-1.47165, 2.57413, 0.06050)  0.136
I (-3.98703, -0.06318, -0.06442)  0.716
H (0.98333, 1.43398, -0.27794)  0.129
H (1.74720, -0.97812, -1.06649)  0.073
H (0.88076, -2.36295, -0.24520)  0.107
C (-1.97325, 0.30370, 0.75085)  -0.754
N (-1.07598, -0.84673, 0.56949)  0.035
C (1.22972, -1.27181, -0.14238)  -0.037
H (-1.91134, 0.49496, 1.86949)  0.129